No. 1
{
  "formula": "C23H31N3O21S4",
  "method": "ωB97M-V with the def2-TZVPD basis set",
  "energy_ev": -115153.7830,
  "smiles": "CC(=O)OCCC[C@@]1(c2ccncc2)OS(=O)(=O)O[C@@]1(N=C=O)N(C(C)=O)C(C)=O.O=S1(=O)OCCO1.O=S1(=O)OCCO1.O=S1(=O)OCCO1",
  "charge": 0,
  "elements": ["C", "C", "O", "O", "C", "C", "C", "C", "C", "C", "C", "N", "C", "C", "O", "S", "O", "O", "O", "C", "N", "C", "O", "N", "C", "C", "O", "C", "C", "O", "H", "H", "H", "H", "H", "H", "H", "H", "H", "H", "H", "H", "H", "H", "H", "H", "H", "H", "H", "O", "S", "O", "O", "C", "C", "O", "H", "H", "H", "H", "O", "S", "O", "O", "C", "C", "O", "H", "H", "H", "H", "O", "S", "O", "O", "C", "C", "O", "H", "H", "H", "H"],
  "coordinates": [[5.3067, -3.4656, -0.7554], [4.6139, -4.3554, -1.8607], [5.3040, -4.6750, -2.8285], [3.2786, -4.8015, -1.7851], [2.5263, -4.4127, -2.9682], [1.0677, -3.8626, -2.5806], [0.9371, -3.4912, -1.0388], [-0.3610, -2.5892, -0.7039], [-1.6893, -3.2246, -1.2418], [-2.1194, -3.2101, -2.7110], [-3.3993, -3.9106, -3.0225], [-4.2733, -4.6007, -2.2052], [-3.9356, -4.6231, -0.8614], [-2.6845, -3.9681, -0.3777], [-0.4130, -2.7638, 0.7686], [0.6604, -1.7453, 1.5274], [1.8361, -2.5226, 1.9206], [0.0074, -1.0876, 2.6913], [0.9456, -0.8015, 0.1454], [-0.1603, -0.9849, -0.8296], [-1.2094, -0.1161, -0.1991], [-0.7018, 1.0110, 0.0808], [-0.1389, 1.9882, 0.4218], [0.4172, -0.5876, -2.1309], [1.7200, 0.1047, -2.0285], [3.0055, -0.7489, -2.4589], [1.9050, 1.2608, -1.6933], [-0.5208, 0.0472, -3.0392], [0.0631, 1.0591, -4.1419], [-1.7289, -0.1513, -3.0837], [4.5795, -2.8879, -0.1095], [5.9706, -4.0661, -0.0589], [5.9919, -2.7038, -1.2557], [3.1207, -3.6326, -3.5294], [2.4111, -5.3368, -3.6233], [0.8530, -2.9806, -3.2744], [0.3455, -4.7082, -2.8387], [0.7733, -4.4492, -0.4454], [1.8871, -2.9716, -0.7230], [-1.4900, -2.6974, -3.4962], [-3.6868, -3.8971, -4.1246], [-4.5976, -5.1690, -0.1201], [-2.4506, -4.0553, 0.7295], [3.3528, -1.4537, -1.6489], [2.6461, -1.3983, -3.3305], [3.8261, -0.0774, -2.8658], [0.4624, 2.0060, -3.6443], [0.9349, 0.5188, -4.6442], [-0.7544, 1.3502, -4.8576], [-5.6521, -2.4517, 2.7084], [-5.4043, -1.1365, 2.2147], [-6.0443, -0.6151, 1.0541], [-3.8047, -0.9503, 2.0535], [-3.3680, 0.1503, 2.8487], [-4.3482, 0.2260, 4.0050], [-5.6183, -0.0861, 3.4314], [-3.4117, 1.0548, 2.2346], [-2.3430, -0.0078, 3.1848], [-4.3663, 1.2100, 4.4717], [-4.1250, -0.5306, 4.7625], [4.3752, 5.4830, 3.9425], [4.0016, 4.1079, 3.8714], [4.6154, 3.1004, 4.6717], [4.0641, 3.6480, 2.3202], [2.7818, 3.1673, 1.9089], [1.7817, 3.9151, 2.7703], [2.3989, 4.0052, 4.0610], [2.7439, 2.0911, 2.1010], [2.6277, 3.3506, 0.8458], [0.8240, 3.4000, 2.8372], [1.6233, 4.9298, 2.4001], [0.5942, 5.4247, 1.0165], [-0.6073, 5.9772, 0.4726], [-0.8743, 6.0145, -0.9250], [-0.8002, 7.4647, 1.0772], [-2.0478, 7.5459, 1.7690], [-2.3190, 6.1381, 2.2678], [-1.8656, 5.2821, 1.2172], [-2.8121, 7.8676, 1.0567], [-1.9858, 8.2672, 2.5833], [-3.3741, 5.9663, 2.4761], [-1.7312, 5.9156, 3.1630]]
}

No. 2
{
  "formula": "C23H31N3O2S",
  "method": "ωB97M-V with the def2-TZVPD basis set",
  "energy_ev": -43756.4638,
  "smiles": "CCCN(CCC)CCCNC(=O)c1cc2c(=O)n(CC)c3ccccc3c2s1",
  "charge": 0,
  "elements": ["C", "C", "C", "N", "C", "C", "C", "C", "C", "C", "N", "C", "O", "C", "C", "C", "C", "O", "N", "C", "C", "C", "C", "C", "C", "C", "C", "C", "S", "H", "H", "H", "H", "H", "H", "H", "H", "H", "H", "H", "H", "H", "H", "H", "H", "H", "H", "H", "H", "H", "H", "H", "H", "H", "H", "H", "H", "H", "H", "H"],
  "coordinates": [[-6.1179, -2.0326, -0.6084], [-6.0986, -0.5356, -0.8879], [-4.7194, -0.0591, -1.3477], [-3.6651, -0.3899, -0.4044], [-2.3252, -0.3016, -0.9636], [-1.3985, -1.3700, -0.3753], [-1.9006, -2.7732, -0.6865], [-3.7852, 0.2626, 0.8851], [-3.7685, 1.8070, 0.8628], [-2.9264, 2.4048, 1.9941], [-1.5360, 2.0208, 1.8849], [-0.7270, 2.5823, 0.9535], [-1.0462, 3.5491, 0.2885], [0.5980, 1.9509, 0.8079], [1.6054, 2.4020, 0.0072], [2.7511, 1.5764, 0.0474], [3.9881, 1.7962, -0.6823], [4.1745, 2.7358, -1.4319], [4.9838, 0.8485, -0.4569], [6.2276, 1.0797, -1.1775], [6.2929, 0.2704, -2.4688], [4.8350, -0.2608, 0.3492], [5.8542, -1.2088, 0.5079], [5.6853, -2.3051, 1.3256], [4.4960, -2.5092, 2.0172], [3.4772, -1.5983, 1.8787], [3.6282, -0.4782, 1.0565], [2.5992, 0.4861, 0.8811], [1.0436, 0.4757, 1.6308], [-5.3970, -2.2769, 0.1666], [-7.1060, -2.3490, -0.2817], [-5.8555, -2.5881, -1.5056], [-6.4097, 0.0114, 0.0032], [-6.8137, -0.3000, -1.6793], [-4.7682, 1.0218, -1.5637], [-4.4837, -0.5725, -2.2838], [-2.3885, -0.4680, -2.0411], [-1.8722, 0.6922, -0.8157], [-0.3989, -1.2284, -0.7930], [-1.3220, -1.2469, 0.7067], [-1.2687, -3.5225, -0.2152], [-2.9170, -2.8856, -0.3204], [-1.9010, -2.9476, -1.7600], [-4.7042, -0.0885, 1.3589], [-2.9565, -0.1026, 1.4953], [-4.7825, 2.2021, 0.9302], [-3.3404, 2.1575, -0.0781], [-3.2966, 2.0850, 2.9701], [-2.9677, 3.4953, 1.9304], [-1.2440, 1.1668, 2.3321], [1.5302, 3.2934, -0.5879], [6.2419, 2.1445, -1.4240], [7.0736, 0.8635, -0.5226], [5.4801, 0.5674, -3.1267], [7.2353, 0.4621, -2.9745], [6.2081, -0.7964, -2.2733], [6.7918, -1.1003, -0.0102], [6.4918, -3.0159, 1.4252], [4.3765, -3.3731, 2.6519], [2.5393, -1.7268, 2.3991]]
}

Lowest unoccupied orbital energy for the records above, in order: -0.474 -0.267 eV